# C30H66N6O24

A 12-piece molecular cluster, C30H66N6O24 overall at a distorted geometry (wB97M-V/def2-TZVPD, the Open Molecules 2025 dataset).

The geometry in XYZ format:
```
126
Properties=species:S:1:pos:R:3:forces:R:3:mulliken_charge:R:1
C 2.1682 -2.7793 3.6676 -0.08 0.84 0.32 -0.57
N 3.3681 -2.3436 2.8845 -0.27 -0.05 -1.74 0.94
O 4.1895 -3.2054 2.6495 0.24 0.26 0.45 -0.55
O 3.3504 -1.2384 2.3293 -0.03 -1.06 1.26 -0.48
H 1.6528 -1.8519 3.9154 -0.26 -0.27 -0.05 0.15
H 2.4317 -3.3288 4.5706 0.39 0.11 -0.23 0.29
H 1.6042 -3.4376 3.0075 0.03 0.23 -0.08 0.22
C -1.5399 -2.5078 4.1935 0.78 0.06 -0.84 -0.66
N -2.2376 -1.4407 3.3844 -1.01 -0.72 1.32 0.78
O -3.4425 -1.5512 3.2637 0.31 0.24 -0.49 -0.52
O -1.5744 -0.4751 3.0754 0.06 -0.13 -0.43 -0.30
H -1.1210 -1.8916 4.9883 0.19 -0.61 0.20 0.37
H -0.7870 -2.9363 3.5319 0.35 0.47 0.10 0.03
H -2.1146 -3.3901 4.4715 -0.74 0.78 0.14 0.27
C 0.4168 2.2933 3.7477 -0.15 -0.10 -0.66 -0.65
N -0.0740 1.9256 5.0983 -2.00 -2.00 1.82 0.98
O -0.9970 2.5810 5.6251 2.25 -0.80 -1.20 -0.54
O 0.3123 0.8225 5.5710 -0.27 2.56 -1.01 -0.54
H 0.4574 1.3779 3.1581 0.18 -0.07 0.30 0.10
H 1.4107 2.7384 3.7740 -0.18 0.01 0.26 0.35
H -0.3232 2.9323 3.2674 0.18 0.23 0.38 0.28
C -6.8286 1.6056 -1.7036 -0.10 0.56 0.67 -0.66
N -6.1929 0.3904 -1.0640 -1.43 0.13 -1.38 0.96
O -6.8578 -0.1421 -0.2226 -0.59 -0.28 1.47 -0.49
O -5.2512 -0.1267 -1.5929 1.57 0.21 -0.48 -0.53
H -6.1754 2.4752 -1.7660 0.46 -0.56 -0.28 0.11
H -7.6386 1.9098 -1.0415 -0.10 -0.34 -0.18 0.33
H -7.1915 1.2791 -2.6772 0.15 0.09 0.11 0.32
C 0.3855 0.0303 -4.4305 0.00 0.85 -0.30 -0.46
N -0.9849 0.4408 -4.9440 -1.25 0.49 0.01 0.92
O -1.9772 0.2922 -4.2207 1.57 0.07 -1.01 -0.51
O -1.0141 0.9412 -6.0800 0.19 -1.01 1.93 -0.55
H 0.4972 -0.1753 -3.3664 -1.02 -0.33 -0.08 -0.07
H 0.9604 0.9445 -4.5772 0.29 -0.32 -0.51 0.33
H 0.6911 -0.8065 -5.0571 0.18 0.26 0.07 0.32
C -0.4694 -3.9570 -0.8056 0.05 -1.18 -0.63 -0.99
N 0.7247 -3.0958 -0.7782 -2.39 1.01 1.71 0.78
O 1.4848 -3.2902 0.1813 0.13 0.97 -2.11 -0.53
O 0.5754 -2.1444 -1.5420 2.43 -0.54 0.58 -0.32
H -0.1093 -4.8858 -1.2485 -0.32 -0.27 0.24 0.49
H -1.1830 -3.4941 -1.4854 0.01 -0.09 0.30 0.33
H -0.8344 -4.1024 0.2105 0.06 -0.03 -0.14 0.24
C 6.0894 2.8545 -2.1223 -0.03 0.07 -0.54 -0.53
C 6.7565 3.2836 -3.4518 0.09 -0.88 0.84 -0.26
O 8.1919 3.1454 -3.3652 1.30 0.69 0.09 -0.27
C 8.9332 3.3716 -4.4934 -2.97 -1.57 -2.64 0.72
C 10.3936 3.2062 -4.3639 0.54 -0.22 0.74 -0.99
O 8.3932 3.4715 -5.6084 0.90 0.43 2.41 -0.58
H 6.3758 3.4758 -1.2743 0.24 -0.24 0.00 0.37
H 6.1874 1.7879 -1.9208 0.71 0.13 0.16 -0.31
H 5.0048 2.9333 -2.2065 -0.10 0.48 -0.33 0.38
H 6.4647 2.5535 -4.2064 -0.43 0.68 -0.42 0.27
H 6.5442 4.3354 -3.6416 -0.26 -0.24 -0.52 0.29
H 10.7408 3.9442 -3.6406 0.50 0.05 -0.27 0.29
H 10.8724 3.2033 -5.3422 -0.15 0.71 0.13 0.31
H 10.6534 2.2258 -3.9636 -0.36 -0.03 0.37 0.29
C -3.9988 4.2957 -0.8818 -0.65 1.30 -0.82 -0.92
C -3.2952 5.4188 -1.7615 -0.49 -2.10 0.86 -0.59
O -2.0041 5.7220 -1.1880 0.86 -0.15 0.76 -0.37
C -0.9498 4.8305 -1.2675 -0.46 -0.88 -3.30 0.79
C 0.3196 5.1666 -0.5075 -0.82 0.07 0.43 -0.96
O -0.9571 3.9237 -2.1092 -0.40 1.29 2.00 -0.55
H -4.2729 4.6770 0.1022 1.07 -0.10 0.42 0.33
H -3.5139 3.3206 -0.9161 0.28 0.26 0.28 0.39
H -5.0308 4.1378 -1.1987 0.02 -0.03 -0.91 0.35
H -3.2374 5.0902 -2.7991 0.46 -0.14 0.08 0.34
H -3.9196 6.3115 -1.7691 0.49 0.21 0.39 0.36
H 0.2078 4.9241 0.5496 -0.14 0.10 0.08 0.17
H 0.5269 6.2337 -0.5844 0.06 -0.07 -0.03 0.40
H 1.1365 4.5455 -0.8725 -0.20 0.18 -0.20 0.26
C -1.7326 -0.2476 -0.4075 -1.17 1.75 1.20 -0.76
C -0.7902 0.8905 0.1078 -1.11 -1.55 0.49 0.63
O 0.4385 0.2594 -0.0991 3.49 0.96 -0.65 0.44
C 1.6763 0.8715 0.0297 -0.06 0.43 0.63 0.20
C 2.7571 0.0505 -0.6398 -1.29 0.25 -0.37 -0.13
O 1.9203 1.9193 0.6047 -1.24 -0.94 -0.56 -0.61
H -1.6312 -1.1951 0.1215 0.60 0.08 -0.01 -0.02
H -1.7416 -0.3841 -1.4883 0.26 0.14 0.09 0.26
H -2.7169 0.0975 -0.0871 -0.48 -0.14 -0.39 0.32
H -0.9829 1.8542 -0.3644 0.54 -0.14 -0.67 -0.25
H -0.8749 1.0832 1.1779 -0.48 -0.24 0.12 -0.22
H 3.6042 0.7033 -0.8461 0.13 -0.35 0.33 0.04
H 2.2948 -0.2821 -1.5693 0.34 -0.17 -0.14 0.19
H 2.9426 -0.8496 -0.0543 0.35 0.20 0.04 -0.09
C -4.2536 2.7067 2.6015 0.49 0.56 -0.35 -0.97
C -5.6861 2.5393 2.1371 -0.05 0.38 0.97 -0.19
O -6.2280 1.2355 2.2949 0.44 0.16 -0.56 -0.16
C -6.7212 0.7533 3.4140 -1.09 0.45 3.59 0.67
C -7.4849 -0.4698 3.1410 -0.12 -1.86 -0.40 -0.83
O -6.7029 1.1948 4.5735 0.82 0.32 -2.72 -0.62
H -4.0700 2.5811 3.6684 -0.47 -0.42 -0.01 0.45
H -4.0107 3.7570 2.4344 0.08 0.15 -0.16 0.44
H -3.5094 2.1380 2.0438 -0.19 -0.27 -0.04 0.07
H -6.2843 3.2597 2.6961 -0.24 -0.10 0.12 0.30
H -5.8649 2.7486 1.0825 0.47 0.05 -0.06 0.12
H -8.5397 -0.2743 2.9477 0.11 0.32 -0.30 0.26
H -7.4919 -1.1584 3.9856 0.24 0.29 0.17 0.34
H -7.0260 -0.9909 2.3009 -0.36 -0.02 -0.18 0.12
C 5.2727 -2.1296 -2.0420 -0.67 0.97 1.39 -0.93
C 6.5246 -1.3528 -1.5634 0.00 -1.54 -3.64 0.79
O 6.9582 -1.9457 -0.3794 -0.18 0.51 1.11 -0.31
C 7.6090 -1.1793 0.5320 -0.22 0.15 0.37 0.71
C 7.4619 -1.8264 1.9078 0.80 0.54 -0.62 -0.82
O 8.1267 -0.1170 0.2813 -0.38 -0.73 0.09 -0.57
H 4.6439 -1.9297 -1.1733 -0.75 -0.64 -0.16 0.02
H 5.3168 -3.2029 -2.2239 0.64 0.08 0.28 0.37
H 4.7526 -1.6969 -2.8967 0.37 0.33 -0.08 0.33
H 7.2610 -1.5669 -2.3395 0.57 0.45 0.10 0.36
H 6.3174 -0.2850 -1.6249 0.17 -0.04 0.97 -0.70
H 8.4119 -1.7431 2.4356 0.01 -0.12 -0.02 0.32
H 7.1421 -2.8625 1.8065 -0.13 0.24 0.22 0.27
H 6.7592 -1.1959 2.4526 -0.25 -0.29 0.00 0.18
C -4.4509 -7.8583 -0.7048 -0.22 0.79 -0.21 -1.21
C -3.4620 -6.9650 0.0326 -0.50 -0.42 0.06 -0.14
O -4.1065 -5.6518 0.1087 0.48 -0.73 -0.73 -0.25
C -3.6735 -4.6497 0.8557 2.12 -1.14 2.62 0.66
C -4.3359 -3.3742 0.5856 -0.59 2.47 0.07 -0.46
O -2.8234 -4.7822 1.7743 -1.71 0.22 -2.56 -0.64
H -4.8289 -7.3337 -1.5829 0.37 0.09 -0.24 0.31
H -5.3744 -8.0201 -0.1489 0.33 -0.54 0.35 0.31
H -3.9316 -8.7498 -1.0554 -0.35 -0.22 0.29 0.39
H -3.1807 -7.3811 1.0000 -0.38 0.43 0.29 0.32
H -2.5334 -6.9930 -0.5382 0.05 0.92 -0.14 0.20
H -5.3946 -3.2975 0.3372 -0.19 -0.99 0.40 0.39
H -3.9839 -2.7520 -0.2387 0.86 -0.57 -0.38 0.19
H -4.1424 -2.7209 1.4363 -0.22 -0.18 0.13 -0.01
```
Forces are in eV/Å.

Its LUMO energy is -0.407 eV. As for the SMILES: C[N+](=O)[O-].C[N+](=O)[O-].C[N+](=O)[O-].C[N+](=O)[O-].C[N+](=O)[O-].C[N+](=O)[O-].CCOC(C)=O.CCOC(C)=O.CCOC(C)=O.CCOC(C)=O.CCOC(C)=O.CCOC(C)=O. The value obtained for the relative energy (zero: lowest compared OMol25 entry of this formula, charge and spin) is 0.0 kcal per mole. The calculation puts the total energy at -3316.33976 Ha. Its spin multiplicity is 1. The value obtained for the orbital gap is 9.5 eV.